Entry 1:
Molecular formula: C6H7NO
Method: DFT, wB97M-V/def2-TZVPD

Its structure (SMILES) is C=Cc1occc1N. The calculation puts the energy above the lowest of the compared OMol25 structures with the same formula, charge and spin at 3.101 eV. The value obtained for the orbital gap is 8.05 eV.

Element x y z (Å)
C (2.745614, -0.065794, 0.033516)
C (1.689501, 0.777275, -0.157478)
C (0.358099, 0.155415, -0.021716)
O (0.287738, -1.309746, 0.105332)
C (-0.939529, -1.666784, -0.008641)
C (-1.800062, -0.686270, -0.049562)
C (-1.052788, 0.629398, -0.110708)
N (-1.339375, 1.949006, 0.076959)
H (3.784721, 0.511393, 0.080838)
H (2.636379, -1.179911, 0.486976)
H (1.604162, 1.786946, -0.653091)
H (-1.268490, -2.814485, -0.033957)
H (-2.814624, -0.917254, -0.346434)
H (-2.292228, 2.249884, 0.414266)
H (-0.581204, 2.338898, 0.557570)

Forces on atoms 1 to 3 (eV/Å):
C 1.785 1.327 1.542
C -1.383 -2.269 -0.444
C -3.880 -0.471 -0.318

=====

Entry 2:
Molecular formula: C6H7NO
Method: DFT, wB97M-V/def2-TZVPD

The calculation puts the energy above the lowest of the compared OMol25 structures with the same formula, charge and spin at 5.323 eV. The value obtained for the orbital gap is 9.65 eV.

Element x y z (Å)
C (-1.913288, 0.507609, 0.031581)
C (-0.353557, 0.220916, 0.069105)
C (1.388924, -0.549217, 0.440171)
C (1.815440, 0.412225, -0.599200)
C (0.671624, 1.109900, -0.690676)
C (0.010723, -1.143771, -0.328951)
H (-2.244361, -0.315281, 0.705930)
H (-2.134803, 1.587361, 0.372876)
H (-2.031234, 0.435317, -1.175928)
H (-0.081612, -1.109890, 1.672049)
H (2.173093, -1.160507, 1.018446)
H (2.725665, 0.632307, -1.019033)
H (-0.035662, 1.689281, -1.370175)
N (0.498862, -0.067147, 1.350612)
O (-0.489815, -2.249103, -0.476807)

Forces on atoms 1 to 3 (eV/Å):
C 2.745 1.135 -1.388
C -2.171 2.938 0.806
C 5.598 -5.670 -1.046

=====

Entry 3:
Molecular formula: C6H7NO
Method: DFT, wB97M-V/def2-TZVPD

Its structure (SMILES) is C#CC(=O)N1C[C@@H]1C. The calculation puts the energy above the lowest of the compared OMol25 structures with the same formula, charge and spin at 3.941 eV. The value obtained for the orbital gap is 10.32 eV.

Element x y z (Å)
C (-3.426220, -0.365315, -1.103984)
C (-2.437498, -0.733348, -0.547279)
C (-1.227040, -0.715920, 0.293587)
O (-1.193937, -1.371604, 1.349947)
N (-0.053323, -0.122241, -0.293039)
C (0.349724, 1.201404, -0.626374)
C (0.887082, 0.389050, 0.620917)
C (2.257838, -0.409522, 0.586581)
H (-4.457870, -0.193337, -1.649617)
H (-0.382182, 2.024032, -0.542783)
H (1.071203, 1.089397, -1.538372)
H (0.639867, 0.890201, 1.607657)
H (2.146553, -1.253035, 1.263855)
H (2.679212, -0.634712, -0.405124)
H (3.146591, 0.204950, 0.984028)

Forces on atoms 1 to 3 (eV/Å):
C -3.904 0.242 -2.132
C 1.509 0.900 0.920
C 0.497 -1.726 0.419

=====

Entry 4:
Molecular formula: C6H7NO
Method: DFT, wB97M-V/def2-TZVPD

Its structure (SMILES) is C=C(C)OC(=C)C#N. The calculation puts the energy above the lowest of the compared OMol25 structures with the same formula, charge and spin at 4.386 eV. The value obtained for the orbital gap is 9.83 eV.

Element x y z (Å)
C (-0.595880, -1.220310, 0.850058)
C (-0.819538, -0.333902, -0.115777)
C (-2.382735, 0.100350, -0.590417)
O (0.113206, 0.639801, -0.469434)
C (1.321713, 0.485410, -0.061587)
C (2.146289, 1.571069, 0.294603)
C (2.145107, -0.709147, -0.499488)
N (2.879406, -1.578979, -0.631663)
H (-1.663912, -1.748556, 1.081092)
H (0.488389, -1.698693, 1.201677)
H (-2.755343, -0.232440, -1.722140)
H (-2.659911, 1.263604, -0.515865)
H (-3.158056, -0.351354, 0.169213)
H (3.250481, 1.422685, 0.405622)
H (1.690777, 2.390457, 0.604105)

Forces on atoms 1 to 3 (eV/Å):
C -0.786 -3.150 0.342
C -2.869 2.116 0.400
C -0.879 0.196 -0.333